(1)
65
Properties=species:S:1:pos:R:3:lowdin_charge:R:1 method="wB97M-V/def2-TZVPD" total_charge=+2 homo_energy_ev=-12.43 max_force_ev_per_a=7.063 homo_lumo_gap_ev=2.15
Zn -3.07791 -2.74809 -1.28889 1.078
Hf 0.74085 0.28459 -3.45903 2.073
C 1.40838 2.15692 3.22808 -0.225
O 1.79671 3.13225 2.25655 0.006
O 2.47593 1.24433 3.19603 0.225
C 0.97760 2.97112 4.53829 -0.585
F 1.88562 3.68247 5.08371 0.265
F -0.11706 3.70629 4.24221 0.165
F 0.58878 2.11196 5.46228 0.190
C 0.83368 3.53049 1.32145 -0.232
C 1.39585 4.46590 0.18485 -0.032
H 1.94720 5.29236 0.63329 0.086
H 2.11225 3.90348 -0.41394 0.057
H 0.70168 4.91321 -0.52658 0.067
H -0.03309 4.09123 1.67128 0.126
H 0.35147 2.70443 0.79876 0.103
H 0.54834 1.61735 2.83146 0.196
N -1.96995 -1.91160 -4.28764 -0.519
O -2.65218 -2.04668 -3.25739 -0.132
O -1.12004 -0.97852 -4.33438 -0.166
O -1.93869 -2.76645 -5.13601 0.146
N 2.60924 0.70211 -0.27747 -0.571
O 3.17943 1.69088 0.01073 0.128
O 2.75106 -0.23453 0.50193 0.086
O 2.07844 0.45633 -1.38995 -0.184
N -1.11429 -0.40004 -0.41461 -0.568
O -0.58863 -0.28801 -1.49409 -0.142
O -0.54304 0.03059 0.56915 0.100
O -2.16323 -0.98350 -0.46023 -0.103
O -1.36357 1.86333 -3.09809 -0.021
C -2.04542 2.74614 -2.58582 -0.412
O -1.74988 3.08986 -1.29285 0.056
C -2.57944 4.15987 -0.91010 -0.158
C -3.65977 4.04779 -1.92803 -0.172
C -3.08939 3.53731 -3.15343 -0.076
H -2.06873 5.12281 -0.90878 0.135
H -2.98147 4.15613 0.10304 0.143
H -4.14818 4.99609 -2.15226 0.147
H -4.34994 3.33731 -1.47310 0.142
H -2.72191 4.32833 -3.80716 0.168
H -3.84423 2.96874 -3.69660 0.162
O 1.35486 -1.84763 -2.68525 -0.079
C 1.88701 -2.93228 -2.42435 -0.427
O 2.42792 -3.65316 -3.31475 0.151
C 2.57631 -4.95912 -2.78172 -0.135
C 2.67813 -4.83121 -1.31236 -0.148
C 1.95158 -3.55299 -1.03359 -0.025
H 3.42844 -5.49477 -3.20012 0.149
H 1.74852 -5.63772 -2.98758 0.143
H 3.72359 -4.86032 -1.00534 0.137
H 2.25028 -5.71851 -0.84574 0.136
H 2.62696 -2.89642 -0.48509 0.141
H 1.09090 -3.60544 -0.36682 0.129
O 1.86919 -1.63355 2.83477 0.070
C 0.77872 -2.30132 2.87914 -0.369
O 0.59613 -3.53796 2.32445 0.008
C -0.67089 -4.13787 2.61264 -0.135
C -1.41795 -3.03561 3.39399 -0.138
C -0.45746 -1.87837 3.63335 -0.073
H -0.67444 -5.02993 3.23901 0.131
H -1.16969 -4.37896 1.67393 0.104
H -1.69701 -3.38349 4.38858 0.121
H -2.27200 -2.72930 2.78994 0.106
H -0.24267 -1.64293 4.67572 0.140
H -0.84891 -1.00572 3.11052 0.109

=====

(2)
62
Properties=species:S:1:pos:R:3:mulliken_spin:R:1 method="wB97M-V/def2-TZVPD" total_charge=-1 homo_energy_ev="-3.69 / -3.69" max_force_ev_per_a=6.214 homo_lumo_gap_ev="5.47 / 5.46" spin_multiplicity=5
Fe 0.01151 -0.71334 -0.42740 3.649
C -1.51583 -0.15644 -4.50681 0.010
C -1.23949 -0.36943 -3.06807 -0.016
C -2.08997 0.48765 -2.02286 0.009
O -1.75134 0.37145 -0.83691 0.045
C -3.21774 1.20368 -2.59328 0.004
C -3.51529 1.25818 -3.94230 0.000
C -2.62654 0.53510 -4.91824 0.002
O -2.81769 0.56611 -6.22757 0.008
O -4.63565 1.91086 -4.19751 -0.009
O -0.41726 -1.05162 -2.47873 0.048
H -0.78331 -0.53018 -5.20691 0.000
H -3.78190 1.78889 -1.88219 0.001
C 1.19287 -3.01929 2.41511 0.005
F 1.43496 -3.89666 3.31041 0.000
F 0.52413 -2.01388 2.95109 0.000
F 2.31609 -2.46701 1.94899 0.001
S 0.12066 -3.85196 1.07321 0.016
O 1.09158 -4.29696 0.06108 0.001
O -0.64427 -4.88630 1.73839 0.008
N -0.71074 -2.40520 0.43256 0.041
S -2.23804 -2.95277 0.34032 0.021
O -3.02463 -2.06561 -0.54789 0.002
O -2.44714 -4.36029 -0.09337 0.002
C -2.94562 -2.68633 2.13057 0.000
F -2.45617 -3.55627 2.99966 0.000
F -2.72588 -1.44952 2.54921 0.000
F -4.18108 -2.85573 2.00210 0.000
C 3.33603 2.02986 -0.50320 0.004
C 2.50901 0.75465 -1.04343 0.003
C 2.77653 -0.59729 -0.32137 -0.007
O 1.90335 -1.56750 -0.86935 0.027
C 2.42375 -2.23030 -2.00208 0.004
N 1.10293 0.99264 -1.16970 0.063
H 4.40735 1.85033 -0.59341 0.000
H 3.06010 2.37188 0.49429 -0.001
H 3.14324 2.82240 -1.22626 0.000
H 2.86361 0.65200 -2.06901 -0.004
H 2.69384 -0.46716 0.75767 -0.006
H 3.80627 -0.89491 -0.51926 -0.001
H 3.33115 -2.80791 -1.82575 0.001
H 2.57886 -1.61477 -2.88819 0.000
H 1.70034 -2.99644 -2.28100 0.001
H 0.82365 1.77579 -0.59631 -0.011
H 0.96069 1.44320 -2.06238 0.004
C -0.55639 1.31778 3.47958 0.005
C -0.57997 1.28305 1.99293 0.019
C -0.39307 2.73534 1.44776 0.001
O 0.82011 3.27923 1.93046 0.000
C 0.80960 4.69216 1.96698 0.000
N 0.35385 0.27027 1.52104 0.046
H -1.51707 1.63759 3.88321 0.001
H 0.23215 1.95541 3.87926 -0.001
H -0.30351 0.32552 3.85316 -0.001
H -1.56289 0.87637 1.75507 -0.004
H -1.20462 3.39242 1.76039 0.000
H -0.36718 2.68202 0.35937 0.002
H 1.82410 5.06982 2.09451 0.000
H 0.08838 5.00980 2.72001 0.000
H 0.52469 5.00125 0.96130 0.000
H 1.22552 0.71950 1.76285 0.002
H 0.25936 -0.30140 2.34831 0.000

=====

(3)
59
Properties=species:S:1:pos:R:3:mulliken_spin:R:1 method="wB97M-V/def2-TZVPD" total_charge=-1 homo_energy_ev="-1.88 / -2.01" max_force_ev_per_a=5.377 homo_lumo_gap_ev="2.86 / 2.73" spin_multiplicity=2
Ti -0.07920 0.38388 0.53017 0.687
C -1.72938 1.66144 1.79849 0.060
C -1.51863 2.33893 0.57091 -0.027
C -0.15460 2.76357 0.53182 0.023
C 0.45625 2.35012 1.73744 0.002
C -0.50093 1.63565 2.50291 -0.019
C -0.28119 1.07672 3.87713 0.008
C 1.81792 2.76001 2.19572 0.000
C 0.50966 3.60133 -0.51546 -0.016
C -2.59795 2.75334 -0.37990 -0.004
C -3.06139 1.29589 2.38327 -0.010
H 0.67794 0.56296 3.95719 -0.001
H -1.06303 0.36588 4.14448 -0.004
H -0.29197 1.87536 4.62542 -0.001
H 2.54454 2.72495 1.38717 0.001
H 2.18048 2.12486 3.00139 -0.001
H 1.77772 3.78726 2.57325 0.000
H 1.49231 3.19806 -0.76565 -0.004
H 0.64600 4.63011 -0.16573 0.002
H -0.07823 3.63383 -1.43208 0.000
H -2.21685 2.88675 -1.39172 -0.003
H -3.03941 3.70383 -0.06233 0.002
H -3.39990 2.01681 -0.42056 -0.006
H -3.40683 2.11342 3.02456 -0.001
H -3.01634 0.39296 2.99062 0.001
H -3.81384 1.12928 1.61624 0.000
F 4.35363 0.98427 2.27120 0.000
C 3.79370 -0.19868 1.97262 0.002
F 2.76337 -0.38092 2.81403 0.001
F 4.70238 -1.14417 2.21449 0.000
S 3.24200 -0.25930 0.20436 -0.003
O 2.07204 0.64333 0.20700 -0.011
O 4.38072 0.27722 -0.48189 0.000
N 2.94812 -1.73217 -0.04269 0.004
S 1.40139 -2.36308 -0.13672 -0.002
O 0.91680 -2.03062 -1.47855 0.006
O 0.58688 -1.43574 0.86285 -0.010
C 1.86196 -3.56009 2.85800 -0.020
F 1.20271 -4.71173 2.65265 -0.002
F 1.30939 -3.01591 3.95632 -0.004
F 3.10906 -3.89142 3.18709 -0.002
S -0.61104 0.92232 -2.92083 0.225
C -0.44988 0.68641 -1.38613 0.070
C -3.85245 -0.58750 -1.16322 -0.017
O -3.62569 -0.87626 0.21778 -0.003
P -2.09133 -1.24575 0.62533 0.042
O -1.79260 -2.52051 -0.30648 0.000
C -2.59526 -3.69482 -0.23592 0.000
O -2.50683 -1.89725 2.05246 0.010
C -1.45790 -2.44989 2.85831 0.024
H -3.94674 -1.51292 -1.73516 -0.002
H -3.04047 0.00312 -1.59116 0.005
H -4.78394 -0.02677 -1.22547 0.000
H -2.31894 -4.29165 0.63440 0.000
H -2.39364 -4.26293 -1.14146 0.000
H -3.65766 -3.44926 -0.17650 0.000
H -1.93410 -2.84480 3.75305 0.000
H -0.72405 -1.69111 3.12535 -0.003
H -0.93536 -3.24670 2.32856 0.000

=====

(4)
45
Properties=species:S:1:pos:R:3:mulliken_spin:R:1 method="wB97M-V/def2-TZVPD" total_charge=-1 homo_energy_ev="-0.16 / -4.18" max_force_ev_per_a=4.004 homo_lumo_gap_ev="3.08 / 7.00" spin_multiplicity=5
O -1.87460 -2.63899 -1.31196 0.069
C -1.15270 -1.95671 -0.70869 0.511
Fe -0.16228 -1.36559 0.69073 2.237
C 0.56366 -2.93877 0.74751 -0.089
O 0.93882 -4.01755 0.98599 -0.013
C -1.33106 -1.95651 1.87948 0.242
O -1.94986 -2.66930 2.56699 -0.016
C -0.80958 0.93567 0.71580 0.026
C -0.64396 1.15541 2.16732 0.015
C 0.55995 0.45620 2.85972 0.041
C 1.03449 -0.78992 2.13083 -0.008
C 1.90045 -0.64064 0.99586 0.255
C 1.50241 0.13879 -0.07332 0.392
C 0.11340 0.47879 -0.23320 0.038
H -1.79545 1.26597 0.31635 0.179
H -0.61476 2.24119 2.36528 0.022
H -1.55536 0.77604 2.67199 0.029
H 1.38985 1.17209 2.98315 -0.025
H 0.30417 0.17083 3.89973 0.001
H 1.24403 -1.63231 2.80053 -0.042
H 2.83939 -1.17966 0.99839 0.051
H 2.17073 0.30313 -0.91583 0.022
H -0.29420 0.43004 -1.27538 0.061
C -1.18962 5.58342 -1.63214 0.000
C -2.37829 5.14491 -0.78849 -0.001
C -2.65402 3.63890 -0.84899 -0.013
N -3.42981 3.11834 0.27448 0.002
C -4.34543 2.02098 -0.01272 -0.011
C -5.64757 2.05435 0.79711 0.002
C -6.35248 0.70652 0.87944 -0.001
H -1.02301 6.65763 -1.51318 0.000
H -0.26691 5.07292 -1.33817 0.002
H -1.35634 5.38557 -2.69406 -0.001
H -2.21766 5.46914 0.24622 0.000
H -3.28900 5.64865 -1.13806 0.000
H -3.12281 3.40736 -1.82575 -0.002
H -1.70417 3.07927 -0.82151 0.016
H -3.94749 3.90212 0.73836 0.000
H -4.60703 1.96024 -1.08664 -0.002
H -3.78535 1.10175 0.22345 0.009
H -5.46671 2.41862 1.81570 -0.001
H -6.30575 2.78849 0.31371 0.000
H -7.23220 0.78103 1.52518 0.000
H -6.68752 0.36977 -0.10485 0.000
H -5.70355 -0.07149 1.29446 0.001